A molecular structure, C46H50CaClN6O3S2Te at a distorted geometry, computed with the ωB97M-V functional and the def2-TZVPD basis.

Geometry (Å):
Ca: -1.562588 1.706144 1.198857
C: -1.976679 -0.424372 5.144288
C: -2.180214 0.509591 3.987395
N: -2.219425 0.086954 2.767615
O: -2.047851 -1.303057 2.649461
C: -2.385547 1.934286 4.261207
C: -2.526892 2.445173 5.662971
N: -2.455014 2.730182 3.215645
O: -2.673110 3.978686 3.370677
H: -1.488873 -1.337268 4.817402
H: -2.942066 -0.689112 5.583110
H: -1.384234 0.062527 5.917762
H: -1.683101 -1.396651 1.753592
H: -3.274688 1.890499 6.238271
H: -2.832881 3.488624 5.595845
H: -1.585358 2.403281 6.221661
S: -6.094425 3.305208 -0.495906
C: -4.870104 4.533594 -0.445255
C: -5.012871 5.898985 -0.611721
C: -3.889359 6.711357 -0.514124
C: -2.649175 6.140317 -0.230098
C: -2.503087 4.775255 -0.059555
C: -3.620362 3.934157 -0.184123
N: -3.604234 2.568996 -0.073591
C: -4.850574 2.058851 -0.207833
C: -5.276432 0.713021 -0.146465
C: -6.665442 0.420815 0.017540
C: -7.151078 -0.859256 0.135831
C: -6.296215 -1.960565 0.090738
C: -4.938103 -1.724118 -0.112606
C: -4.448957 -0.445149 -0.242434
H: -5.988080 6.327833 -0.810237
H: -3.981650 7.783172 -0.638708
H: -1.776158 6.772653 -0.127925
H: -1.524477 4.371646 0.167173
H: -7.362109 1.245844 0.091850
H: -8.215505 -1.005179 0.282124
H: -6.667345 -2.970061 0.203073
H: -4.239417 -2.546512 -0.189545
Cl: -2.751317 -0.323884 -0.643022
C: 3.597657 -8.209737 0.596176
C: 3.060499 -6.802176 0.623225
C: 2.429787 -6.247900 -0.480488
C: 1.929476 -4.946765 -0.464248
C: 1.247215 -4.450060 -1.710237
C: 2.052880 -4.133049 0.675377
Te: 1.057710 -2.036850 0.821260
N: 0.222033 0.161935 0.830793
C: 0.930394 1.148440 1.248213
O: 0.476047 2.374600 1.423662
C: 2.399917 1.059353 1.590850
C: 2.846460 0.427010 2.745175
C: 4.194638 0.432064 3.078322
C: 5.118117 1.047031 2.244815
C: 4.679870 1.668529 1.081005
C: 3.329906 1.686523 0.766167
C: 2.340350 -1.420855 -0.776102
C: 3.729147 -1.487866 -0.646209
C: 4.432815 -1.980019 0.585809
C: 4.541129 -1.079330 -1.708083
C: 4.016238 -0.601282 -2.892053
C: 4.902382 -0.147994 -4.022068
C: 2.633090 -0.544007 -3.007207
C: 1.789830 -0.943386 -1.978286
C: 0.312130 -0.859011 -2.200768
C: 2.680861 -4.708027 1.793996
C: 2.886085 -3.962873 3.094531
C: 3.171771 -6.013997 1.755718
H: 3.354928 -8.701492 -0.346850
H: 3.180133 -8.814174 1.404941
H: 4.684846 -8.225540 0.708815
H: 2.315411 -6.847960 -1.380188
H: 1.147513 -5.251406 -2.445007
H: 1.803277 -3.630677 -2.168183
H: 0.253912 -4.061606 -1.477524
H: 2.126053 -0.063977 3.388593
H: 4.525848 -0.062229 3.984807
H: 6.172458 1.039145 2.497295
H: 5.393411 2.147841 0.420045
H: 2.977435 2.186904 -0.127760
H: 3.795786 -1.913687 1.464799
H: 5.327187 -1.379737 0.765004
H: 4.727243 -3.026028 0.467885
H: 5.619476 -1.125276 -1.581917
H: 5.955212 -0.287999 -3.774627
H: 4.749961 0.910538 -4.245799
H: 4.695352 -0.705801 -4.938704
H: 2.187849 -0.182540 -3.929362
H: 0.092051 -0.577063 -3.231987
H: -0.117550 -0.114713 -1.532310
H: -0.174610 -1.809023 -1.976922
H: 2.288793 -3.055748 3.146777
H: 3.933879 -3.671738 3.211692
H: 2.627850 -4.597436 3.945733
H: 3.652863 -6.422316 2.642725
C: 0.961167 2.886347 -4.687395
N: -0.376784 3.209960 -4.276003
C: -1.456848 3.276345 -5.239474
C: -2.687741 3.493410 -4.348643
N: -2.201947 3.015335 -3.073606
C: -0.848263 2.990037 -3.013318
S: 0.035237 2.705478 -1.639461
H: 1.435112 3.733937 -5.190111
H: 0.953853 2.030801 -5.373084
H: 1.539525 2.626760 -3.801203
H: -1.522548 2.341154 -5.812333
H: -1.304276 4.097219 -5.945333
H: -3.547948 2.915433 -4.688260
H: -2.973924 4.550310 -4.302725
H: -2.714618 3.128446 -2.211306

Atoms 1-2, force components in eV/Å:
Ca -0.805 0.305 -1.016
C 0.041 0.042 0.055

Results
Kohn-Sham gap (alpha / beta) = 4.318 / 5.651 eV
maximum force = 1.33 eV Å⁻¹
2S+1 = 2
DFT total energy = -4539.40571 hartree
energy relative to the best compared isomer or geometry (same formula, charge and spin) = 130.8 kJ/mol
⟨S²⟩ = 0.777
total charge = -2

***

A single C14H9NOS molecule, computed with the ωB97M-V functional and the def2-TZVPD basis.

Geometry (Å):
O: -1.195329 0.896447 -1.009055
C: -0.123654 0.874436 -0.436502
C: 0.421836 -0.262579 0.346289
C: -0.050429 -1.498407 0.633464
C: -1.253901 -2.220038 0.301536
C: -1.377358 -3.522598 0.812834
C: -2.502021 -4.270076 0.531169
C: -3.486855 -3.696394 -0.262572
N: -3.391768 -2.473242 -0.754240
C: -2.319516 -1.755582 -0.486526
S: 2.014030 0.141679 1.015529
C: 1.997354 1.738979 0.306357
C: 2.991243 2.696615 0.411156
C: 2.799244 3.912037 -0.223450
C: 1.640506 4.170799 -0.948321
C: 0.651903 3.211379 -1.049505
C: 0.830624 1.985688 -0.418148
H: 0.621817 -2.089057 1.251436
H: -0.588572 -3.935990 1.427081
H: -2.614928 -5.272261 0.915227
H: -4.389722 -4.236139 -0.516565
H: -2.304618 -0.766327 -0.916723
H: 3.889177 2.494738 0.973658
H: 3.564493 4.670529 -0.152527
H: 1.516197 5.126767 -1.433323
H: -0.257320 3.383707 -1.605056

Atoms 1-2, force components in eV/Å:
O 0.100 0.120 0.000
C -0.319 -0.026 -0.156

Results
Kohn-Sham gap = 7.176 eV
maximum force = 0.87 eV Å⁻¹
DFT total energy = -1067.07197 hartree
SMILES string = O=C1/C(=C\c2cccnc2)Sc2ccccc21
total charge = 0

***

A gas-phase ion, C4H11N2O (charge +1) at a distorted geometry, computed with the ωB97M-V functional and the def2-TZVPD basis.

Geometry (Å):
N: -0.443848 0.324611 2.327150
C: -1.379444 0.601379 1.294362
C: -0.774907 0.267339 -0.084854
N: 0.422878 1.338485 -0.144935
C: -0.198269 -1.103591 -0.423209
C: 0.879989 -1.295014 -1.432536
O: 1.536718 -0.428049 -1.974798
H: 0.066659 -0.531052 2.387347
H: -0.844465 0.652218 3.205621
H: -1.860910 1.558190 1.367285
H: -2.283287 -0.141860 1.154742
H: -1.339372 0.711433 -1.001264
H: 1.418199 1.153264 -0.394401
H: 0.378307 1.840069 0.782012
H: 0.206568 2.112273 -0.796258
H: 0.071386 -1.717121 0.439862
H: -1.115193 -1.693129 -0.730801
H: 1.259914 -2.301476 -1.650415

Atoms 1-2, force components in eV/Å:
N -0.478 2.047 0.825
C -2.010 -4.633 -2.343

Results
Kohn-Sham gap = 10.646 eV
maximum force = 5.57 eV Å⁻¹
DFT total energy = -343.46721 hartree
SMILES string = NC[C@@H]([NH3+])CC=O
energy relative to the best compared isomer or geometry (same formula, charge and spin) = 254.5 kJ/mol
total charge = +1

***

> The highest total charge belongs to which entry?

C4H11N2O